The following is a DFT calculation (ωB97M-V with the def2-TZVPD basis set) of a structure of composition C22H25F2N3O11S at a distorted geometry.

Multiplicity   1
Total charge   0
HOMO energy   -9.361 eV
Maximum force   0.0402 Eh/bohr
Total energy   -66482.476 eV

Last column: Löwdin charge in e.
Cartesian coordinates (Å):
1 C -1.599 -2.826 3.976  0.01
2 C -1.623 -2.993 2.445  -0.53
3 O -2.501 -2.467 1.805  0.09
4 O -0.638 -3.787 1.946  -0.02
5 C -0.234 -3.441 0.613  -0.13
6 C 1.350 -3.347 0.622  -0.07
7 C 1.714 -1.881 0.301  -0.11
8 C 2.199 -1.435 -0.918  -0.08
9 C 2.468 -2.405 -2.068  -0.12
10 C 1.543 -2.206 -3.315  -0.10
11 C 1.682 -3.443 -4.235  -0.49
12 N 3.000 -3.595 -4.810  0.11
13 O 0.770 -4.201 -4.460  0.09
14 C 2.444 0.029 -1.057  -0.13
15 C 2.941 0.673 -2.375  -0.08
16 C 1.775 1.557 -2.956  -0.15
17 O 1.097 0.777 -3.953  -0.05
18 C -0.063 1.342 -4.365  -0.33
19 O -0.624 2.267 -3.840  0.07
20 C 2.237 0.900 -0.018  0.01
21 C 1.752 0.485 1.276  -0.35
22 N 1.519 1.226 2.362  -0.21
23 S 1.000 0.109 3.464  1.01
24 N 1.049 -1.259 2.609  -0.21
25 C 1.494 -0.946 1.380  -0.28
26 H -1.931 -3.808 4.382  0.09
27 H -0.595 -2.621 4.372  0.06
28 H -2.357 -2.100 4.311  0.08
29 H -0.510 -4.221 -0.120  0.13
30 H -0.611 -2.470 0.264  0.12
31 H 1.742 -3.582 1.625  0.12
32 H 1.812 -4.048 -0.087  0.10
33 H 3.511 -2.279 -2.423  0.12
34 H 2.378 -3.461 -1.762  0.10
35 H 0.485 -2.033 -3.071  0.13
36 H 1.975 -1.376 -3.905  0.09
37 H 2.996 -3.013 -5.648  0.10
38 H 3.157 -4.568 -5.056  0.09
39 H 3.730 1.388 -2.078  0.12
40 H 3.286 -0.077 -3.098  0.10
41 H 2.176 2.508 -3.361  0.14
42 H 1.085 1.833 -2.143  0.11
43 H -0.532 0.884 -5.264  0.15
44 H 2.429 1.973 -0.179  0.13
45 C -0.073 4.008 0.775  -0.07
46 C -1.148 4.672 1.581  -0.30
47 O -0.442 5.677 2.280  0.14
48 C 0.618 6.019 1.484  -0.54
49 O 1.268 6.998 1.620  0.19
50 O 0.825 5.087 0.512  0.07
51 F -1.683 3.799 2.476  0.06
52 H 0.445 3.230 1.339  0.11
53 H -0.451 3.579 -0.153  0.14
54 H -1.943 5.128 0.988  0.18
55 C -3.811 1.838 2.896  -0.07
56 C -4.627 0.594 3.121  -0.31
57 O -5.893 0.952 2.598  0.14
58 C -5.653 1.868 1.614  -0.54
59 O -6.440 2.187 0.790  0.18
60 O -4.388 2.363 1.700  0.07
61 F -4.760 0.324 4.446  0.07
62 H -3.923 2.565 3.703  0.15
63 H -2.754 1.625 2.760  0.12
64 H -4.253 -0.292 2.603  0.17

Cartesian forces, eV/Å:
-0.1 -1.2 -0.2
-0.6 0.5 1.4
0.7 -0.2 -0.5
-0.7 1.1 -0.1
1.7 -0.7 -0.7
-0.4 1.0 -0.1
0.4 -0.7 -0.2
-0.3 0.7 0.8
0.1 0.2 -0.4
1.0 -0.5 -0.6
-0.3 0.4 0.1
-0.8 0.2 0.4
0.5 0.0 0.4
0.2 -0.7 0.0
-1.2 0.5 0.9
1.1 -0.2 0.7
-0.7 1.0 -0.5
-0.9 0.2 -0.2
0.7 -0.2 0.1
0.0 0.6 0.1
0.4 -1.0 -1.8
-0.3 -1.7 0.1
0.1 0.4 -0.3
0.2 0.5 -0.3
0.0 1.0 0.6
0.3 0.5 -0.1
-0.4 0.0 -0.2
0.5 -0.1 -0.4
-0.3 0.3 0.6
-0.3 -0.5 0.5
-0.4 0.0 -0.3
-0.3 0.3 0.3
-0.5 -0.1 0.2
0.1 0.7 0.1
0.4 -0.1 -0.1
-0.7 -0.2 0.3
0.4 -0.1 0.1
-0.2 0.2 -0.3
-0.1 -0.6 -0.4
0.1 0.5 0.2
-0.3 -0.6 -0.2
0.2 -0.2 -0.4
0.8 -0.3 0.4
0.0 -0.5 0.1
0.2 -0.5 -0.6
0.0 -0.2 0.4
0.0 0.0 -0.6
0.5 0.3 0.1
0.0 -0.1 0.0
-0.3 0.2 0.4
-0.1 0.2 0.1
-0.1 0.1 0.2
0.1 0.2 -0.1
-0.1 -0.1 0.2
0.5 0.1 0.0
-0.2 0.0 0.4
0.5 0.1 -0.4
-0.3 0.2 -0.3
0.0 0.0 0.1
-0.2 -0.3 0.2
0.0 -0.1 0.0
-0.1 -0.2 0.1
-0.1 0.1 -0.2
0.0 -0.1 0.2

---

The following is a DFT calculation (ωB97M-V with the def2-TZVPD basis set) of a cluster of 2 separate species, C22H25N3O2S in total at a distorted geometry.

Multiplicity   1
Total charge   0
HOMO energy   -6.970 eV
Maximum force   0.0858 Eh/bohr
Energy above the lowest of the compared OMol25 structures with the same formula, charge and spin   94.2 kcal per mole
Total energy   -42616.869 eV

Last column: Löwdin charge in e.
Cartesian coordinates (Å):
1 S -3.494 1.457 -3.236  0.45
2 C -2.691 2.437 -4.248  -1.05
3 N -2.061 3.154 -4.968  -0.02
4 C 5.663 0.237 -4.174  -0.18
5 C 4.219 0.695 -4.004  -0.15
6 N 4.061 1.119 -2.610  -0.11
7 C 2.741 1.267 -2.132  -0.21
8 C 1.691 1.694 -2.966  0.02
9 C 0.412 1.796 -2.466  0.04
10 C 0.072 1.305 -1.172  -0.18
11 C -1.290 1.272 -0.786  0.07
12 C -1.831 0.471 0.249  -0.19
13 C -1.231 -0.755 0.674  0.00
14 C -1.813 -1.529 1.664  0.01
15 C -2.966 -1.082 2.341  -0.21
16 N -3.568 -1.824 3.392  -0.12
17 C -3.721 -3.263 3.154  -0.15
18 C -4.594 -3.831 4.264  -0.18
19 O -4.023 -3.560 5.545  -0.14
20 C -3.896 -2.160 5.795  -0.19
21 C -3.066 -1.467 4.726  -0.14
22 C -3.535 0.160 1.976  0.01
23 C -3.023 0.880 0.919  0.02
24 C 1.161 0.922 -0.323  -0.01
25 C 2.463 0.945 -0.783  0.00
26 C 4.988 2.176 -2.198  -0.14
27 C 6.420 1.749 -2.499  -0.19
28 O 6.576 1.283 -3.840  -0.14
29 H 5.825 -0.662 -3.543  0.13
30 H 5.879 0.019 -5.231  0.13
31 H 4.007 1.533 -4.697  0.13
32 H 3.533 -0.138 -4.204  0.14
33 H 1.912 1.968 -4.000  0.12
34 H -0.377 2.196 -3.101  0.09
35 H -1.975 1.944 -1.309  0.04
36 H -0.308 -1.094 0.210  0.12
37 H -1.365 -2.477 1.967  0.12
38 H -4.209 -3.400 2.180  0.14
39 H -2.739 -3.773 3.160  0.12
40 H -5.614 -3.405 4.174  0.13
41 H -4.618 -4.929 4.210  0.13
42 H -4.888 -1.672 5.850  0.13
43 H -3.378 -2.113 6.764  0.13
44 H -2.010 -1.782 4.841  0.13
45 H -3.138 -0.377 4.837  0.13
46 H -4.416 0.490 2.528  0.13
47 H -3.496 1.813 0.610  0.13
48 H 0.968 0.611 0.703  0.12
49 H 3.299 0.641 -0.150  0.12
50 H 4.777 3.112 -2.758  0.14
51 H 4.859 2.353 -1.124  0.13
52 H 7.090 2.621 -2.442  0.13
53 H 6.719 0.971 -1.768  0.13

Cartesian forces, eV/Å:
-0.7 -0.9 1.0
2.4 2.6 -2.6
-1.5 -1.9 1.9
0.1 0.2 -0.2
0.1 0.5 0.1
-0.6 -0.2 0.3
-0.1 -0.1 -0.2
0.4 -0.1 0.1
-0.5 -0.2 0.0
0.8 0.2 -0.2
0.3 0.4 -0.1
-0.3 -0.9 1.0
-0.3 0.4 -0.1
-0.2 0.1 0.2
0.1 0.4 -0.2
-0.2 0.3 -0.4
0.4 0.2 0.2
0.2 -0.2 0.2
-0.2 0.5 -0.4
-0.1 -0.2 0.1
0.2 -0.3 -0.1
0.1 -0.5 0.2
0.4 0.2 -0.3
0.0 -0.1 -0.2
-0.1 0.1 -0.1
0.1 0.1 -0.4
0.2 0.0 -0.1
-0.4 -0.2 0.5
0.1 0.4 -0.3
-0.2 -0.1 0.4
0.1 -0.3 0.0
0.1 0.2 0.0
-0.2 0.0 0.4
0.0 -0.1 0.0
0.0 -0.1 0.0
-0.3 0.0 -0.1
-0.1 0.3 -0.2
0.2 0.0 0.2
-0.3 -0.1 0.0
0.4 -0.2 0.2
-0.2 0.4 -0.2
0.2 -0.3 0.1
-0.3 0.3 -0.3
-0.2 0.2 -0.1
0.1 -0.3 0.1
0.2 0.0 -0.3
0.1 -0.3 0.0
0.0 0.2 -0.3
-0.3 0.1 -0.1
-0.1 -0.2 0.3
0.1 0.1 -0.2
-0.2 -0.4 0.3
0.0 0.2 -0.4